a.
Here is a 9-piece molecular cluster, H20NO8 overall from the Open Molecules 2025 dataset. Energies are from ωB97M-V with the def2-TZVPD basis set.

Properties
gap between HOMO and LUMO: 10.45 eV
net charge: +1

```
29
H20NO8, DFT ωB97M-V with the def2-TZVPD basis set
N -0.0471 0.6987 0.3104
H -0.3391 1.0287 -0.4536
H 0.7989 1.2367 0.4244
H 0.3539 -0.1473 -0.0596
H -0.5671 0.6937 1.0374
O -0.0541 -3.1163 1.0844
H -0.0151 -2.4623 0.3654
H 0.8699 -3.1063 1.3564
O -2.6241 1.6547 2.2814
H -3.4431 1.2097 1.9944
H -2.5761 1.5737 3.2034
O -1.7881 1.9627 -2.5356
H -2.3351 2.5167 -2.0546
H -1.0361 2.6847 -2.5616
O 2.0649 0.8877 -1.8586
H 2.1279 0.4107 -2.6066
H 2.8149 1.5677 -1.8506
O 1.2229 0.7007 2.7074
H 2.1159 0.7827 2.5814
H 0.9699 1.4037 3.3434
O 2.7839 -1.7193 -0.2216
H 3.6599 -1.2763 -0.3676
H 2.9989 -2.5083 0.3224
O -3.0001 -0.0683 -0.5016
H -3.0651 -0.9653 0.0184
H -3.2161 -0.1033 -1.4016
O 0.2689 -1.9373 -1.2526
H 1.2259 -1.8933 -1.1726
H -0.1711 -1.7103 -2.1336
```

---

b.
Here is a 9-piece molecular cluster, H20NO8 overall from the Open Molecules 2025 dataset. Energies are from ωB97M-V with the def2-TZVPD basis set.

Properties
gap between HOMO and LUMO: 11.07 eV
net charge: +1

```
29
H20NO8, DFT ωB97M-V with the def2-TZVPD basis set
N 12.4770 -21.2220 10.3210
H 12.7490 -20.8570 11.2140
H 13.0820 -21.9280 9.9550
H 12.3270 -20.4730 9.6530
H 11.5560 -21.5970 10.4970
O 13.2190 -18.1690 8.3920
H 12.4020 -18.0400 8.8220
H 13.4620 -17.2350 8.2720
O 9.5720 -22.9390 9.4970
H 8.6490 -23.2170 9.5440
H 9.7210 -22.7780 8.5620
O 12.2730 -21.2640 7.3900
H 11.7170 -21.9210 6.9140
H 12.6340 -20.5440 6.8160
O 10.4630 -19.1520 7.3800
H 11.2350 -19.6990 7.4350
H 9.7900 -19.6700 7.0070
O 11.1680 -20.6630 12.9580
H 11.7290 -20.6690 13.7120
H 10.2630 -20.7240 13.3120
O 13.1760 -18.2670 11.4760
H 12.4600 -17.7760 11.0920
H 13.8090 -17.5880 11.5590
O 10.9050 -17.7080 9.8020
H 10.4310 -18.4620 9.3540
H 10.4240 -17.6720 10.6070
O 14.9880 -20.2700 9.1720
H 14.3410 -19.5560 9.1150
H 15.7420 -20.0510 8.5910
```

---

The calculated energies rank the structures as follows, beginning with the most stable: b, a.

---

a.
Here is C7H9NO2 as an isolated structure from the Open Molecules 2025 dataset. Energies are from ωB97M-V with the def2-TZVPD basis set.

Properties
gap between HOMO and LUMO: 8.85 eV

```
19
C7H9NO2, DFT ωB97M-V with the def2-TZVPD basis set
C 0.1460 2.6667 0.6029
C -0.8374 1.6545 0.3327
C -0.3795 0.1620 0.0548
C 0.1094 -0.2879 -1.1733
C 0.4631 -1.7089 -1.1102
C 0.2357 -2.0964 0.3967
C -0.2909 -0.8505 1.0913
H 0.9940 2.6453 -0.4519
H 0.6181 2.2209 1.4943
H -0.3614 3.4972 0.6270
H 0.4410 0.0218 -3.0355
H 1.5308 -2.0495 -1.5787
H -0.0297 -2.3318 -1.6190
H 1.2016 -2.3637 0.9855
H -0.2884 -3.0566 0.5320
H -1.1373 0.2891 2.5761
N -0.5884 -0.7652 2.3288
O -2.0037 1.9007 0.1686
O 0.1768 0.4523 -2.2220
```

---

b.
Here is one molecule with the formula C7H9NO2 from the Open Molecules 2025 dataset. Energies are from ωB97M-V with the def2-TZVPD basis set.

Properties
gap between HOMO and LUMO: 8.23 eV

```
19
C7H9NO2, DFT ωB97M-V with the def2-TZVPD basis set
C -1.5113 1.8342 -0.2731
C -0.5786 0.6704 -0.0822
C 0.7536 0.6950 -0.0682
O 1.4524 1.7619 0.0922
C 1.6119 -0.5181 -0.0579
O 2.7951 -0.3784 0.1723
C 0.8013 -1.8008 -0.1578
C -0.5466 -1.7102 -0.2243
N -1.1990 -0.5551 0.0019
C -2.6073 -0.6221 0.3744
H -0.9977 2.7693 -0.6451
H -2.2661 1.5540 -1.0315
H -2.0267 2.0532 0.6526
H 1.0143 2.3895 0.7925
H 1.3310 -2.7330 0.0261
H -1.2841 -2.4405 -0.5186
H -2.8841 0.1664 1.0800
H -3.2643 -0.6723 -0.5133
H -2.7476 -1.5601 0.9629
```

---

The calculated energies rank the structures as follows, beginning with the most stable: b, a.

---

a.
Here is a 3-piece molecular cluster, C3H9NO4 overall from the Open Molecules 2025 dataset. Energies are from ωB97M-V with the def2-TZVPD basis set.

Properties
gap between HOMO and LUMO: 10.29 eV

```
17
C3H9NO4, DFT ωB97M-V with the def2-TZVPD basis set
C 0.0232 -1.3625 -0.4823
C 1.1855 -0.6986 -1.1584
O 2.2889 -1.1851 -1.3110
N 1.0385 0.5966 -1.7027
C -0.0372 1.3939 -1.4155
O -0.1733 2.4329 -2.0296
H -0.2901 -0.8345 0.4007
H -0.7588 -1.5072 -1.2267
H 0.3683 -2.3214 -0.0918
H 1.7835 0.8491 -2.3327
H -0.8129 1.0733 -0.6941
O -1.7926 -1.0623 1.7650
H -2.5790 -1.3410 1.2868
H -2.0181 -0.9845 2.6833
O 0.8949 1.4618 2.2068
H 0.3215 1.2518 1.4669
H 0.5576 2.2377 2.6351
```

---

b.
Here is a 2-piece molecular cluster, C3H9NO4 overall from the Open Molecules 2025 dataset. Energies are from ωB97M-V with the def2-TZVPD basis set.

Properties
gap between HOMO and LUMO: 10.01 eV

```
17
C3H9NO4, DFT ωB97M-V with the def2-TZVPD basis set
O -2.0545 1.8089 1.4671
C -0.9737 1.6951 0.8510
O -0.4980 2.6109 -0.0557
N -0.1134 0.6736 1.1092
C 1.0032 0.4215 0.2792
C 0.6338 -0.4704 -0.9040
O 1.8784 -0.8287 -1.5770
H -1.0137 2.7677 -0.8587
H -0.5822 0.0284 1.6887
H 1.9288 -0.0076 0.9225
H 1.4784 1.3316 -0.0886
H 0.0592 -1.4329 -0.6665
H -0.1127 0.0129 -1.6429
H 2.3490 -0.1281 -1.9493
O -0.9969 -2.6949 0.3526
H -1.9328 -2.8543 -0.1274
H -1.0529 -2.9338 1.1999
```

---

c.
Here is a 2-piece molecular cluster, C3H9NO4 overall from the Open Molecules 2025 dataset. Energies are from ωB97M-V with the def2-TZVPD basis set.

Properties
gap between HOMO and LUMO: 10.97 eV

```
17
C3H9NO4, DFT ωB97M-V with the def2-TZVPD basis set
O 2.2951 -1.7375 -0.3252
C 2.6740 -0.6069 -0.3332
O 3.8178 -0.0696 -0.6757
O 1.8679 0.5476 -0.2382
H 3.3572 0.9305 -0.6266
H 0.8950 0.2928 -0.3908
N -0.4795 -0.6314 -0.7325
C -1.7776 -0.1831 -0.2289
C -1.6388 0.3534 1.1951
O -0.7397 1.4373 1.2895
H -0.1588 -1.4627 -0.2416
H -0.5301 -0.8712 -1.7162
H -2.5381 -0.9767 -0.2333
H -2.1323 0.6192 -0.8843
H -1.2307 -0.4220 1.8473
H -2.6340 0.6267 1.5725
H -1.0474 2.1536 0.7222
```

---

The calculated energies rank the structures as follows, beginning with the most stable: a, c, b.

---

a.
Here is one molecule with the formula C10H18N2O2 from the Open Molecules 2025 dataset. Energies are from ωB97M-V with the def2-TZVPD basis set.

Properties
gap between HOMO and LUMO: 10.13 eV

```
32
C10H18N2O2, DFT ωB97M-V with the def2-TZVPD basis set
H 2.1909 1.1461 1.7111
N 3.0662 0.6507 1.5582
C 2.9168 -0.3034 0.7277
C 4.1102 -1.1535 0.3850
C 1.6116 -0.6717 0.0376
C 0.9158 0.4836 -0.6677
C 0.3098 1.6106 0.1805
C -0.7441 2.1665 -0.7392
O -1.2808 3.2374 -0.6884
O -1.0158 1.2793 -1.7153
C -0.2734 0.0600 -1.5618
C -1.1336 -1.1020 -1.0797
C -1.9140 -0.9612 0.2337
C -2.8917 0.2199 0.3304
N -4.1249 -0.1977 1.0242
H 4.8698 -1.0214 1.1545
H 4.5382 -0.8398 -0.5682
H 3.8415 -2.2082 0.3335
H 0.9435 -1.1432 0.7630
H 1.8375 -1.4326 -0.7144
H 1.6230 0.9673 -1.3454
H -0.1038 1.2916 1.1353
H 1.0244 2.4151 0.3504
H 0.1076 -0.2155 -2.5498
H -0.4411 -1.9415 -0.9781
H -1.8267 -1.3685 -1.8787
H -2.5287 -1.8565 0.3494
H -1.2298 -0.9554 1.0865
H -3.1838 0.5651 -0.6564
H -2.4091 1.0414 0.8676
H -4.8422 0.5042 0.8931
H -3.9634 -0.2668 2.0213
```

---

b.
Here is one molecule with the formula C10H18N2O2 from the Open Molecules 2025 dataset. Energies are from ωB97M-V with the def2-TZVPD basis set.

Properties
gap between HOMO and LUMO: 8.32 eV

```
32
C10H18N2O2, DFT ωB97M-V with the def2-TZVPD basis set
C 2.7758 -0.3646 -0.3252
C 1.6077 0.6504 0.0729
C 1.6167 1.8043 -0.9594
C 1.9161 1.2529 1.3727
N 0.2613 0.0189 0.0825
C 0.0709 -0.8107 1.1957
C -0.8948 -1.7131 1.4754
C -2.1695 -2.1360 0.8062
C -2.6976 -1.1485 -0.2000
C -1.7685 -0.6648 -1.2404
C -0.6866 0.2955 -1.0101
N -1.4690 1.5545 -0.5024
O -2.1024 2.0987 -1.3719
O -1.4107 1.9518 0.6267
H 2.3519 -1.2980 -0.0488
H 2.9361 -0.2815 -1.3838
H 3.7273 -0.0725 0.1084
H 0.8180 2.4680 -0.7529
H 1.5360 1.5167 -2.0258
H 2.6173 2.3226 -0.8764
H 1.0354 1.6809 1.8181
H 2.4677 0.4574 1.9223
H 2.5175 2.0592 1.0220
H 0.9389 -0.6115 1.8385
H -0.7682 -2.0011 2.5136
H -1.8899 -3.1849 0.3090
H -3.0413 -2.5349 1.4298
H -3.5131 -1.6366 -0.6955
H -2.9285 -0.2501 0.4295
H -1.3297 -1.6533 -1.7484
H -2.4505 -0.2166 -1.9916
H -0.0743 0.4469 -1.8905
```

---

The calculated energies rank the structures as follows, beginning with the most stable: a, b.

---

a.
Here is C5H10N3O2 as an isolated structure from the Open Molecules 2025 dataset. Energies are from ωB97M-V with the def2-TZVPD basis set.

Properties
gap between HOMO and LUMO (alpha / beta): 6.79 / 6.79 eV
net charge: +1

```
20
C5H10N3O2, DFT ωB97M-V with the def2-TZVPD basis set
C -3.5357 -1.4948 0.3517
C 0.2239 -0.7116 0.5292
C -1.5785 0.0098 0.1210
C 2.1174 0.9555 0.8364
C 2.1884 -0.4878 -1.0114
N -2.6133 -0.7234 0.2955
N -1.7243 1.2233 -0.6323
N 1.2338 0.1688 -0.0723
O -0.6951 1.5064 -1.2466
O -2.7455 1.8411 -0.5873
H -3.7226 -2.2429 -0.4418
H -4.1608 -1.5472 1.1224
H 0.0476 -0.7369 1.5551
H 2.6454 1.7591 0.3536
H 1.5205 1.1795 1.7429
H 2.8760 0.4190 1.3118
H 3.0094 -1.0919 -0.3437
H 1.5763 -1.0632 -1.7544
H 2.8001 0.1299 -1.6707
H 0.5372 0.9072 -0.4592
```

---

b.
Here is a 2-piece molecular cluster, C5H10N3O2 overall from the Open Molecules 2025 dataset. Energies are from ωB97M-V with the def2-TZVPD basis set.

Properties
gap between HOMO and LUMO (alpha / beta): 7.18 / 7.18 eV
net charge: +1

```
20
C5H10N3O2, DFT ωB97M-V with the def2-TZVPD basis set
C 4.2357 -1.3472 -1.0592
C -0.8780 -0.2502 1.2690
C 2.7065 -1.2128 0.9403
C -2.6463 0.9484 0.3728
C -0.4430 0.8947 -1.0169
N 3.3716 -1.1422 -0.1021
N 2.0808 -0.9552 1.8898
N -1.2162 0.4715 0.2367
O 1.7213 -1.7785 2.8704
O 0.3846 -0.2783 1.2217
H 4.6233 -2.2863 -1.1415
H 4.4639 -0.3965 -1.7921
H -1.7685 -0.7888 1.7459
H -3.3126 0.2267 0.9736
H -2.5731 2.0081 0.7066
H -3.0354 0.7463 -0.6943
H -0.7801 1.9571 -1.2125
H 0.5881 0.6097 -0.8472
H -0.9648 0.2199 -1.7396
H 2.1951 -1.4706 3.6866
```

---

The calculated energies rank the structures as follows, beginning with the most stable: b, a.

---

a.
Here is one molecule with the formula C3HFN2O2 from the Open Molecules 2025 dataset. Energies are from ωB97M-V with the def2-TZVPD basis set.

Properties
gap between HOMO and LUMO: 9.97 eV

```
9
C3HFN2O2, DFT ωB97M-V with the def2-TZVPD basis set
O 2.3325 -0.6846 -0.0071
C 1.2573 -0.1887 0.0013
C -0.0338 -0.8713 0.0011
C -1.1302 -0.1015 0.0005
F -2.3474 -0.5980 -0.0054
N -1.1195 1.2846 -0.0055
N -0.0463 1.8997 0.0018
O 1.1474 1.2057 -0.0029
H -0.0600 -1.9460 0.0163
```

---

b.
Here is one molecule with the formula C3HFN2O2 from the Open Molecules 2025 dataset. Energies are from ωB97M-V with the def2-TZVPD basis set.

Properties
gap between HOMO and LUMO (alpha / beta): 8.01 / 8.02 eV

```
9
C3HFN2O2, DFT ωB97M-V with the def2-TZVPD basis set
C -0.4731 -0.6454 1.8376
C -0.1319 0.4033 -0.1444
C 0.6349 -0.7057 0.0281
N 0.3003 -1.3549 1.2076
N -0.2365 1.1540 -1.3106
O -1.3426 1.5922 -1.5795
O 0.7837 1.3576 -1.9463
F 1.4602 -1.3816 -0.8008
H -0.9949 -0.4196 2.7083
```

---

The calculated energies rank the structures as follows, beginning with the most stable: a, b.